Record 1
This record from the Open Molecules 2025 dataset describes a structure of composition H24KrO12 at a distorted geometry. The level of theory is ωB97M-V/def2-TZVPD.

The geometry in XYZ format:
```
37
Properties=species:S:1:pos:R:3:nbo_charge:R:1
Kr -0.179 0.546 -0.114 -0.0002
O -2.748 1.045 3.064 -0.9530
H -3.060 1.219 2.176 0.4791
H -1.897 1.480 3.109 0.4644
O 3.246 0.603 -2.646 -0.9530
H 3.589 0.574 -3.539 0.4768
H 2.671 1.368 -2.634 0.4939
O -1.060 2.112 -3.000 -0.9237
H -1.725 1.502 -2.680 0.4641
H -1.200 2.909 -2.489 0.4596
O 1.550 -1.557 -2.061 -1.0124
H 1.853 -1.775 -1.180 0.4999
H 2.053 -0.779 -2.302 0.4854
O 1.979 -2.568 0.434 -0.9800
H 1.836 -2.019 1.205 0.5024
H 2.393 -3.360 0.777 0.4798
O 1.520 1.464 3.062 -0.9414
H 2.303 1.670 2.550 0.4800
H 0.991 2.260 3.022 0.4765
O 1.277 -1.292 3.014 -0.9938
H 0.338 -1.422 2.882 0.4946
H 1.409 -0.351 2.894 0.4800
O 2.345 3.330 -1.527 -0.9423
H 3.062 3.598 -0.952 0.4747
H 1.565 3.725 -1.138 0.4700
O -1.085 -1.530 -3.174 -0.9563
H -1.784 -0.972 -2.833 0.4463
H -0.285 -1.181 -2.781 0.4995
O -3.442 0.606 0.370 -0.9356
H -4.352 0.455 0.626 0.4809
H -3.436 1.497 0.020 0.4705
O -1.412 -2.683 -0.117 -0.9640
H -2.360 -2.780 -0.206 0.4676
H -1.063 -2.949 -0.968 0.5037
O -1.520 -1.835 2.654 -0.9715
H -1.495 -1.951 1.704 0.4938
H -1.876 -0.955 2.779 0.4835
```

Summary:
Energy above the lowest of the compared OMol25 structures with the same formula, charge and spin in eV: 0.8560
HOMO in eV: -10.28
HOMO-LUMO gap in eV: 9.67

Record 2
This record from the Open Molecules 2025 dataset describes a cluster of 13 separate species, H24NO15 in total at a distorted geometry. The level of theory is ωB97M-V/def2-TZVPD.

The geometry in XYZ format:
```
40
Properties=species:S:1:pos:R:3:nbo_charge:R:1
N -0.547 -0.640 -0.100 0.6934
O -0.482 -1.914 -0.007 -0.5423
O -1.093 -0.417 -1.241 -0.5031
O 0.243 0.141 0.456 -0.5286
O 0.575 2.182 -1.536 -0.9767
H 1.209 2.710 -1.031 0.4915
H -0.002 1.845 -0.812 0.4993
O 3.515 -0.360 1.362 -0.9946
H 2.809 -0.031 1.981 0.5132
H 4.260 -0.803 2.012 0.4901
O 1.073 0.787 2.658 -1.0188
H 0.702 0.371 3.563 0.4783
H 0.665 0.259 1.934 0.4975
O 1.921 -2.291 -0.181 -0.9615
H 1.085 -2.083 -0.248 0.4441
H 2.434 -1.523 0.207 0.4790
O -0.265 3.012 2.416 -0.9487
H -0.734 2.052 2.493 0.4746
H 0.454 2.654 2.654 0.4532
O -0.106 0.954 -4.068 -0.9937
H 0.089 1.413 -3.206 0.5201
H 0.623 0.865 -4.665 0.4797
O -0.046 -1.923 2.586 -0.9455
H -0.461 -1.104 2.372 0.4541
H 0.095 -2.206 1.786 0.4713
O -2.986 2.138 -1.692 -0.9317
H -2.369 2.743 -1.172 0.4552
H -2.324 1.521 -1.857 0.4751
O -0.868 -1.705 -3.681 -0.9959
H -1.048 -0.694 -4.030 0.4871
H -1.285 -1.590 -2.784 0.4864
O -1.791 0.375 2.541 -0.9304
H -2.027 0.676 3.400 0.4730
H -2.609 0.165 2.227 0.4813
O 2.957 0.710 -1.230 -0.9784
H 1.962 0.823 -1.252 0.4796
H 3.037 0.469 -0.262 0.4774
O -3.085 -2.984 -0.654 -0.9765
H -3.113 -3.951 -0.873 0.4797
H -2.455 -2.658 -0.075 0.4922
```

Summary:
Energy above the lowest of the compared OMol25 structures with the same formula, charge and spin in eV: 4.8878
HOMO in eV: -6.72
HOMO-LUMO gap in eV: 8.93
Charge: -1

Record 3
This record from the Open Molecules 2025 dataset describes a cluster of 12 separate species, H24O12 in total at a distorted geometry. The level of theory is ωB97M-V/def2-TZVPD.

The geometry in XYZ format:
```
36
Properties=species:S:1:pos:R:3:nbo_charge:R:1
O -2.467 -0.458 0.531 -0.9566
H -1.987 -1.114 1.018 0.4939
H -2.744 -0.830 -0.274 0.4754
O 2.436 2.114 1.629 -0.9492
H 1.638 2.609 1.538 0.4785
H 3.066 2.757 1.284 0.4772
O 1.408 -0.571 1.891 -0.9651
H 1.673 -1.434 1.546 0.4839
H 2.101 0.040 1.706 0.5266
O 0.083 0.271 -0.266 -1.0510
H 0.641 0.021 0.471 0.5002
H -0.794 -0.078 -0.130 0.5089
O -0.460 -2.420 0.541 -0.9529
H -0.179 -3.291 0.746 0.4652
H 0.175 -2.210 -0.120 0.4734
O -1.089 -0.527 3.039 -0.9643
H -0.262 -0.744 2.594 0.4869
H -0.795 -0.395 3.957 0.4648
O -3.949 1.770 -0.586 -0.9377
H -4.248 1.653 -1.450 0.4365
H -3.005 1.718 -0.683 0.4879
O 1.674 -1.867 -1.159 -0.9564
H 1.078 -1.599 -1.853 0.5070
H 1.874 -2.801 -1.236 0.4947
O -1.276 2.584 -0.528 -0.9694
H -1.112 3.056 -1.330 0.4639
H -0.563 1.914 -0.485 0.4931
O 3.578 -0.494 0.071 -0.9703
H 3.850 0.215 -0.469 0.4672
H 2.916 -0.907 -0.514 0.4792
O -3.027 -1.433 -1.952 -0.9243
H -2.360 -0.848 -2.283 0.4703
H -3.827 -1.080 -2.198 0.4763
O 2.000 1.833 -1.648 -0.9668
H 2.489 1.320 -2.279 0.4583
H 1.464 1.227 -1.120 0.4946
```

Summary:
Energy above the lowest of the compared OMol25 structures with the same formula, charge and spin in eV: 1.8722
HOMO in eV: -10.30
HOMO-LUMO gap in eV: 9.82
SMILES: O.O.O.O.O.O.O.O.O.O.O.O

Record 4
This record from the Open Molecules 2025 dataset describes a cluster of 12 separate species, H24O12 in total. The level of theory is ωB97M-V/def2-TZVPD.

The geometry in XYZ format:
```
36
Properties=species:S:1:pos:R:3:nbo_charge:R:1
O 0.514 0.565 -2.617 -0.9562
H 1.363 0.228 -2.925 0.4718
H -0.138 -0.058 -2.968 0.5117
O -2.618 1.656 -0.531 -0.9632
H -2.711 1.218 0.325 0.4937
H -3.506 1.637 -0.901 0.4658
O -1.645 2.428 -3.110 -0.9669
H -0.741 2.298 -2.805 0.4773
H -2.163 2.516 -2.302 0.4849
O 2.560 2.704 -1.909 -0.9401
H 2.918 3.258 -2.609 0.4836
H 2.214 1.929 -2.361 0.4638
O -2.599 -2.212 -0.976 -0.9553
H -2.405 -1.562 -0.288 0.4836
H -3.544 -2.128 -1.125 0.4673
O 0.786 3.215 0.279 -0.9714
H 1.484 2.873 -0.294 0.4752
H 0.673 2.569 0.988 0.4843
O 0.879 1.609 2.847 -0.9791
H 0.597 1.500 3.759 0.4708
H 1.008 0.701 2.523 0.4948
O -0.095 -0.225 -0.037 -0.9765
H 0.226 0.134 -0.884 0.5097
H 0.388 -1.044 0.111 0.4677
O 1.727 -1.041 2.471 -0.9567
H 2.667 -0.843 2.412 0.4772
H 1.527 -1.552 1.671 0.4812
O 0.339 -4.360 2.265 -0.9422
H 0.782 -3.695 1.729 0.4599
H -0.599 -4.185 2.142 0.4778
O -2.317 -0.566 1.464 -0.9989
H -1.555 -0.372 0.884 0.4975
H -2.038 -0.249 2.328 0.4837
O 1.670 -2.838 0.296 -0.9752
H 2.069 -3.703 0.460 0.5054
H 2.281 -2.404 -0.310 0.4929
```

Summary:
Energy above the lowest of the compared OMol25 structures with the same formula, charge and spin in eV: 1.7972
HOMO in eV: -10.02
HOMO-LUMO gap in eV: 9.29
SMILES: O.O.O.O.O.O.O.O.O.O.O.O

Record 5
This record from the Open Molecules 2025 dataset describes a cluster of 12 separate species, H24O12 in total at a distorted geometry. The level of theory is ωB97M-V/def2-TZVPD.

The geometry in XYZ format:
```
36
Properties=species:S:1:pos:R:3:nbo_charge:R:1
O -3.428 0.838 0.198 -0.9617
H -3.026 0.464 0.994 0.4723
H -3.946 1.579 0.544 0.4899
O 0.303 -1.175 0.907 -0.9643
H -0.021 -1.284 -0.001 0.4833
H 0.266 -0.198 0.961 0.4950
O -2.418 -1.840 0.353 -0.9502
H -3.379 -1.727 0.395 0.4809
H -2.211 -0.896 0.173 0.4687
O 3.683 0.570 0.441 -0.9497
H 4.429 0.584 -0.172 0.4716
H 3.796 -0.305 0.842 0.4769
O -0.522 3.526 0.833 -0.9264
H -0.396 3.933 1.696 0.4842
H -0.831 4.190 0.219 0.4455
O 2.763 -0.842 3.160 -0.9697
H 2.914 -0.103 3.752 0.4861
H 2.376 -0.672 2.300 0.4845
O 2.259 1.759 -3.037 -0.9302
H 1.919 1.106 -2.401 0.4679
H 2.684 2.301 -2.339 0.4623
O -2.748 3.252 -0.687 -0.9024
H -1.859 3.626 -0.632 0.4394
H -2.689 3.093 -1.641 0.4603
O 1.831 -2.988 -0.212 -0.9505
H 1.399 -2.513 0.541 0.4857
H 1.103 -2.916 -0.842 0.4488
O -1.771 -0.729 3.182 -0.9670
H -1.043 -1.167 2.711 0.4935
H -1.535 -0.752 4.115 0.4711
O 0.936 -2.388 -3.527 -0.9576
H 1.772 -2.214 -3.085 0.4820
H 0.247 -1.787 -3.241 0.4747
O -0.790 -0.326 -1.703 -0.9919
H -1.112 -1.230 -1.570 0.4909
H -1.339 0.232 -2.259 0.5058
```

Summary:
Energy above the lowest of the compared OMol25 structures with the same formula, charge and spin in eV: 3.3999
HOMO in eV: -10.98
HOMO-LUMO gap in eV: 10.82
SMILES: O.O.O.O.O.O.O.O.O.O.O.O

Record 6
This record from the Open Molecules 2025 dataset describes a cluster of 12 separate species, H24O12 in total at a distorted geometry. The level of theory is ωB97M-V/def2-TZVPD.

The geometry in XYZ format:
```
36
Properties=species:S:1:pos:R:3:nbo_charge:R:1
O 12.881 -20.323 -9.271 -0.9864
H 12.993 -19.429 -9.620 0.4913
H 12.148 -20.710 -9.805 0.4998
O 7.605 -24.506 -10.313 -0.9129
H 7.613 -23.968 -9.540 0.4673
H 6.823 -24.953 -10.004 0.4441
O 10.578 -25.281 -10.447 -0.9761
H 10.233 -24.709 -9.801 0.4638
H 11.377 -25.699 -9.937 0.4759
O 6.213 -23.525 -7.786 -0.9633
H 6.309 -22.604 -7.579 0.4807
H 5.274 -23.603 -8.083 0.5008
O 12.274 -22.950 -8.697 -0.9637
H 12.441 -22.010 -8.807 0.5164
H 12.615 -23.209 -7.847 0.4837
O 10.252 -22.081 -5.099 -0.9522
H 9.910 -21.340 -4.557 0.4762
H 9.475 -22.293 -5.624 0.4937
O 8.425 -23.789 -6.245 -0.9946
H 8.657 -24.685 -5.984 0.5057
H 7.512 -23.662 -6.527 0.5083
O 13.860 -23.666 -10.606 -0.9639
H 13.093 -23.399 -10.129 0.4788
H 13.561 -24.470 -11.029 0.4635
O 10.425 -21.294 -10.843 -0.9735
H 10.113 -20.415 -10.689 0.4685
H 9.661 -21.918 -10.583 0.5146
O 11.099 -20.579 -7.240 -0.9892
H 11.994 -20.308 -7.238 0.4753
H 10.925 -21.213 -6.523 0.4857
O 12.241 -25.857 -8.403 -0.9206
H 13.049 -25.400 -8.392 0.4784
H 11.624 -25.285 -7.966 0.4704
O 9.558 -23.120 -8.684 -1.0519
H 10.525 -22.999 -8.759 0.5125
H 9.182 -23.353 -7.832 0.4928
```

Summary:
Energy above the lowest of the compared OMol25 structures with the same formula, charge and spin in eV: 2.4490
HOMO in eV: -9.78
HOMO-LUMO gap in eV: 9.47
SMILES: O.O.O.O.O.O.O.O.O.O.O.O